1.
Molecular formula: C49H41CdN2O2P2S3Te
Method: DFT, ωB97M-V/def2-TZVPD

Geometry as XYZ:
```
101
Properties=species:S:1:pos:R:3:forces:R:3
Cd 0.425 -0.591 1.354 -0.22 0.51 1.16
S -2.935 0.068 0.224 -0.21 -0.40 -0.58
P -2.172 1.306 1.535 -0.17 -0.01 0.67
C -0.930 0.583 2.537 0.54 1.32 -0.67
P 0.257 1.564 3.347 -0.83 0.16 0.36
S 1.628 0.400 4.138 0.81 -0.59 0.12
C -0.474 2.450 4.764 0.11 -0.13 -0.15
C -1.520 1.822 5.431 0.15 -0.08 0.01
C -2.050 2.391 6.571 -0.04 -0.05 0.14
C -1.558 3.600 7.037 -0.09 0.00 0.14
C -0.505 4.219 6.384 0.00 0.14 0.11
C 0.052 3.634 5.263 0.00 -0.07 -0.05
C 1.113 2.906 2.400 -0.17 -0.43 -0.04
C 0.657 4.213 2.256 0.02 -0.14 0.10
C 1.360 5.109 1.470 0.05 0.22 0.00
C 2.500 4.705 0.793 0.08 0.10 -0.02
C 2.946 3.398 0.910 0.04 0.02 -0.14
C 2.253 2.510 1.708 -0.04 -0.07 0.12
C -3.535 1.849 2.642 0.13 -0.06 -0.10
C -3.426 2.957 3.474 -0.02 -0.05 -0.24
C -4.438 3.259 4.368 -0.14 0.21 0.08
C -5.564 2.455 4.447 -0.03 0.11 0.06
C -5.688 1.364 3.604 -0.10 -0.05 0.08
C -4.681 1.064 2.707 -0.01 0.00 -0.03
C -1.750 2.826 0.591 -0.03 -0.36 0.04
C -0.596 2.748 -0.180 0.04 -0.21 0.03
C -0.247 3.783 -1.025 0.00 -0.13 -0.11
C -1.057 4.905 -1.110 0.02 0.09 -0.06
C -2.227 4.970 -0.372 -0.08 0.24 -0.09
C -2.585 3.930 0.468 0.10 -0.21 0.22
H -1.898 0.883 5.044 -0.02 0.01 -0.03
H -2.857 1.895 7.094 -0.07 0.00 0.02
H -1.986 4.047 7.923 -0.03 0.07 0.07
H -0.110 5.155 6.751 0.04 0.08 0.08
H 0.909 4.085 4.782 0.01 0.06 0.01
H -0.245 4.537 2.757 -0.06 0.02 0.01
H 1.015 6.132 1.380 -0.05 0.00 -0.03
H 3.045 5.409 0.176 0.00 0.04 -0.02
H 3.833 3.064 0.389 0.10 -0.01 -0.05
H 2.616 1.494 1.827 -0.09 0.13 0.01
H -2.543 3.580 3.422 0.00 0.09 0.05
H -4.348 4.126 5.007 0.05 0.04 0.08
H -6.346 2.685 5.159 -0.04 0.04 0.02
H -6.576 0.746 3.641 -0.04 -0.05 0.03
H -4.776 0.224 2.032 0.06 -0.02 0.01
H 0.022 1.852 -0.123 -0.09 0.31 -0.07
H 0.650 3.706 -1.621 0.11 0.04 -0.04
H -0.781 5.725 -1.758 0.01 0.05 -0.07
H -2.876 5.832 -0.467 -0.01 0.04 0.01
H -3.514 3.965 1.019 -0.04 0.06 0.02
C -4.307 -6.268 -2.350 0.03 0.10 -0.03
C -3.163 -5.410 -1.894 0.03 -0.02 0.07
C -3.395 -4.137 -1.382 0.12 0.01 0.02
C -2.352 -3.345 -0.935 -0.05 0.08 0.00
C -1.061 -3.836 -1.010 0.41 0.42 0.11
C -0.803 -5.089 -1.529 0.23 -0.06 0.01
C -1.855 -5.876 -1.968 -0.02 0.10 0.05
S 0.304 -2.823 -0.434 -0.28 -1.09 -0.84
O 0.413 -3.020 1.000 -0.41 0.00 0.33
O 1.474 -3.234 -1.194 -0.48 -0.38 -0.18
N -0.002 -1.291 -0.658 -0.54 -1.39 0.56
C 0.388 -0.715 -1.817 0.44 0.79 -1.51
C 0.061 -1.252 -3.073 0.01 0.18 0.20
C 0.467 -0.587 -4.203 0.12 0.12 -0.02
C 1.176 0.604 -4.070 0.09 -0.07 -0.12
C 1.501 1.028 -2.799 0.06 0.12 -0.12
N 1.148 0.384 -1.694 -0.67 -0.11 0.13
H -5.095 -6.277 -1.601 -0.11 -0.02 0.03
H -3.984 -7.292 -2.522 -0.01 -0.07 -0.05
H -4.728 -5.876 -3.275 -0.08 -0.04 -0.07
H -4.401 -3.747 -1.330 -0.16 0.00 0.02
H -2.523 -2.354 -0.538 -0.07 0.12 0.06
H 0.221 -5.429 -1.578 0.07 -0.09 -0.07
H -1.662 -6.858 -2.376 0.03 -0.07 0.01
H -0.503 -2.170 -3.113 -0.10 -0.09 -0.11
H 0.256 -0.985 -5.186 -0.11 -0.01 -0.02
H 1.490 1.167 -4.935 0.06 0.05 -0.05
H 2.099 1.918 -2.640 0.02 0.08 -0.07
Te 3.019 -1.227 -0.021 2.43 0.25 0.69
C 3.913 -3.011 0.769 -0.15 0.02 -0.05
C 4.421 -3.072 2.060 -0.14 0.21 -0.10
C 4.970 -4.248 2.539 0.10 -0.09 0.12
C 4.983 -5.387 1.753 -0.01 -0.06 0.01
C 4.468 -5.335 0.469 0.12 -0.09 -0.04
C 3.961 -4.147 -0.031 -0.14 0.17 -0.14
C 4.682 -0.038 0.728 -0.48 -0.01 -0.07
C 5.635 0.434 -0.166 -0.17 -0.20 -0.33
C 6.642 1.291 0.250 0.13 0.08 -0.07
C 6.710 1.689 1.575 0.05 0.06 -0.03
C 5.784 1.205 2.481 0.05 0.04 0.03
C 4.778 0.353 2.060 -0.22 -0.27 0.14
H 4.378 -2.201 2.695 0.03 0.05 0.11
H 5.383 -4.282 3.537 -0.03 0.03 0.11
H 5.379 -6.316 2.142 0.05 -0.02 0.02
H 4.469 -6.224 -0.147 0.01 -0.01 -0.07
H 3.562 -4.102 -1.034 0.04 -0.08 0.01
H 5.577 0.121 -1.201 0.05 0.08 -0.05
H 7.367 1.659 -0.464 0.01 -0.01 -0.04
H 7.470 2.386 1.900 0.09 0.00 0.00
H 5.830 1.512 3.515 -0.06 0.01 0.14
H 4.047 0.007 2.780 -0.09 0.09 0.02
```
Positions in Å, forces in eV/Å.

For the energy above the lowest of the compared OMol25 structures with the same formula, charge and spin, the calculation gives 153.5 kJ/mol. Its total charge is -1. The HOMO-LUMO gap is 6.91 eV. For the lowest unoccupied orbital energy, the calculation gives 2.27 eV.

Results of the Löwdin charge analysis, in e, for atoms 1 through 99: Cd 1.24; S 0.26; P 0.31; C -0.69; P 0.25; S 0.20; C -0.37; C -0.11; C -0.10; C -0.10; C -0.09; C -0.10; C -0.33; C -0.11; C -0.09; C -0.10; C -0.07; C -0.13; C -0.34; C -0.12; C -0.10; C -0.10; C -0.09; C -0.12; C -0.34; C -0.13; C -0.09; C -0.10; C -0.09; C -0.09; H 0.11; H 0.10; H 0.09; H 0.10; H 0.10; H 0.10; H 0.10; H 0.10; H 0.10; H 0.01; H 0.10; H 0.10; H 0.09; H 0.10; H 0.04; H 0.06; H 0.09; H 0.10; H 0.10; H 0.10; C -0.06; C -0.28; C -0.03; C -0.06; C -0.27; C -0.05; C -0.04; S 0.47; O -0.40; O -0.42; N -0.30; C -0.50; C -0.01; C -0.07; C -0.08; C -0.16; N 0.02; H 0.08; H 0.07; H 0.08; H 0.12; H 0.02; H 0.11; H 0.11; H 0.11; H 0.10; H 0.09; H 0.10; Te 1.51; C -0.45; C -0.12; C -0.09; C -0.10; C -0.09; C -0.14; C -0.48; C -0.15; C -0.11; C -0.10; C -0.08; C -0.18; H 0.08; H 0.10; H 0.09; H 0.10; H 0.08; H 0.09; H 0.10; H 0.10


2.
Molecular formula: C49H42BrCrN6O8SSb
Method: DFT, ωB97M-V/def2-TZVPD

Geometry as XYZ:
```
109
Properties=species:S:1:pos:R:3:forces:R:3
Cr 0.620 0.615 -0.481 -0.44 -0.10 -1.40
C 4.770 -0.718 -0.107 0.61 1.17 -0.12
O 4.640 0.674 0.462 1.09 -1.65 -1.03
C 3.462 1.227 0.424 -1.95 0.68 0.71
O 2.391 0.534 0.394 1.35 0.45 -0.09
N 3.470 2.568 0.610 -0.86 -2.41 -0.18
N 2.312 3.261 0.909 -1.33 1.12 -0.80
H 5.227 -1.361 0.623 0.05 0.05 0.60
H 5.430 -0.719 -0.997 -0.49 0.53 0.49
H 3.790 -1.056 -0.342 -0.68 -0.34 -0.25
H 4.375 2.996 0.547 -0.03 0.62 0.24
H 1.734 2.923 1.698 1.27 -0.27 -0.41
H 1.617 3.365 0.114 1.45 -0.18 0.88
C -4.834 -1.963 -5.188 -0.04 -1.69 -0.42
O -3.766 -2.849 -5.685 -0.09 1.35 0.13
C -2.604 -2.177 -6.054 -0.72 1.35 1.56
C -2.336 -0.806 -5.657 -0.02 -2.49 -1.28
C -1.149 -0.247 -6.068 0.28 0.83 0.80
C -0.202 -0.993 -6.718 0.54 0.03 -1.05
C -0.485 -2.293 -7.083 0.70 0.50 -0.22
C -1.639 -2.902 -6.759 -2.19 -0.15 1.05
N 0.983 -0.472 -7.401 -3.07 -2.51 -1.41
N 1.775 0.225 -6.868 3.21 2.11 0.71
C 1.723 0.583 -5.507 0.93 -0.97 -0.46
C 1.868 1.888 -5.269 -0.67 3.93 0.72
C 1.722 2.510 -3.989 -0.11 -2.04 -0.02
C 1.442 1.607 -2.981 -0.02 -0.48 1.49
O 1.115 1.955 -1.743 0.10 0.51 0.55
C 1.529 0.174 -3.165 0.42 0.71 -0.83
N 1.309 -0.622 -2.055 0.08 1.55 -0.70
C 1.382 -1.909 -2.171 -0.20 -2.32 -0.47
C 1.683 -2.589 -3.423 -0.30 1.84 1.42
C 1.841 -1.744 -4.493 0.26 -1.24 -0.92
C 1.795 -0.344 -4.455 -1.55 -0.08 2.30
H -5.754 -2.568 -4.975 1.11 0.19 -0.27
H -5.085 -1.274 -5.980 -0.01 0.50 -0.04
H -4.528 -1.478 -4.270 0.10 0.24 0.10
H -2.993 -0.168 -5.123 -0.78 0.09 0.34
H -0.982 0.791 -5.797 0.19 -0.03 -0.17
H 0.221 -2.776 -7.697 0.80 -0.64 -0.63
H -1.914 -3.910 -7.018 0.22 -0.25 -0.22
H 1.882 2.638 -6.072 0.29 -0.85 -0.14
H 1.753 3.578 -3.789 -0.04 -0.29 -0.25
H 1.088 -2.470 -1.266 0.43 0.18 -0.55
H 1.729 -3.678 -3.479 -0.04 0.52 -0.05
H 1.994 -2.180 -5.456 0.16 -0.39 -0.54
O -0.220 3.809 0.256 -1.47 -0.94 0.49
C -0.750 2.837 0.805 1.03 0.08 0.50
O -0.210 1.635 0.844 -0.03 0.68 0.03
C -2.017 2.859 1.605 -0.72 1.02 -0.94
C -2.388 1.814 2.421 -0.73 -0.24 0.58
C -3.638 1.834 3.125 1.18 -1.07 0.05
C -4.412 2.927 2.888 -1.32 -0.23 0.71
O -5.659 3.177 3.415 0.25 0.46 -0.51
C -6.215 4.214 2.540 0.49 0.07 1.64
O -5.080 4.870 1.945 -0.54 -0.42 0.32
C -4.068 3.938 2.019 -0.47 0.81 -0.59
C -2.902 3.936 1.335 0.62 -1.56 1.43
H -1.692 0.983 2.443 -0.25 -0.11 0.33
H -3.989 1.019 3.811 0.50 0.89 -0.83
H -6.798 4.921 3.219 0.71 -0.89 -1.34
H -6.778 3.657 1.787 -0.27 0.50 -0.13
H -2.580 4.661 0.673 0.35 1.55 -1.20
Br -5.946 1.380 -1.871 -0.62 -0.04 0.28
C -4.146 1.063 -1.569 1.43 -0.25 -1.09
C -3.625 -0.223 -1.538 0.54 -0.70 0.60
C -2.235 -0.371 -1.462 0.48 0.00 -0.35
N -1.414 0.685 -1.569 0.53 -0.69 1.00
C -1.915 1.930 -1.685 0.07 -1.27 0.00
C -3.259 2.153 -1.680 -1.40 -0.81 0.55
H -4.204 -1.145 -1.481 -0.23 0.47 -0.09
H -1.719 -1.372 -1.343 -0.98 1.25 -0.25
H -1.163 2.672 -1.748 0.39 0.91 -0.11
H -3.750 3.097 -1.661 0.32 0.89 -0.29
S -0.243 -1.344 0.802 -0.43 -0.40 -0.62
Sb 0.950 -1.360 2.691 1.32 0.64 2.05
C 1.593 0.526 3.529 -1.86 -0.13 0.41
C 0.727 1.262 4.373 0.00 -0.68 0.20
C 1.244 2.315 5.144 -1.00 -0.76 0.38
C 2.615 2.645 5.148 0.11 0.07 -0.09
C 3.466 1.895 4.319 -1.03 -0.37 -0.69
C 2.896 0.881 3.481 2.74 0.51 0.50
C 2.676 -2.574 2.728 1.22 -2.01 -2.00
C 2.612 -3.696 1.776 0.20 1.62 1.34
C 3.659 -4.584 1.631 0.54 0.41 -0.40
C 4.872 -4.323 2.283 -1.13 -0.10 0.42
C 4.950 -3.301 3.209 -0.48 0.85 -0.52
C 3.888 -2.395 3.436 -1.36 0.41 0.58
C -0.097 -2.160 4.350 0.39 1.03 -1.18
C -1.388 -1.744 4.483 -0.50 -0.62 -0.83
C -2.106 -2.078 5.595 -1.23 0.64 0.57
C -1.482 -2.790 6.602 -0.41 0.57 1.24
C -0.139 -3.116 6.515 -0.76 -1.01 1.36
C 0.533 -2.784 5.381 2.15 -0.54 -0.13
H -0.318 0.892 4.534 1.01 0.71 -0.20
H 0.498 2.715 5.864 0.95 0.27 -0.59
H 2.964 3.471 5.818 -0.18 -1.00 -0.75
H 4.553 2.001 4.232 -0.51 0.36 0.33
H 3.615 0.304 2.877 -0.42 0.33 0.23
H 1.760 -3.790 1.120 -0.35 -0.10 0.11
H 3.619 -5.395 0.903 -0.19 0.20 0.25
H 5.722 -4.956 2.118 0.27 -0.17 -0.07
H 5.917 -3.139 3.617 0.51 0.28 0.79
H 3.887 -1.556 4.210 0.57 -1.32 -1.15
H -1.856 -1.323 3.626 -0.60 0.72 -0.44
H -3.133 -1.670 5.653 0.60 -0.67 0.29
H -1.972 -2.947 7.568 -0.13 -0.21 -0.53
H 0.297 -3.689 7.358 0.00 0.62 -0.79
H 1.591 -3.000 5.303 0.06 -0.18 -0.01
```
Positions in Å, forces in eV/Å.

For the energy above the lowest of the compared OMol25 structures with the same formula, charge and spin, the calculation gives 53.1 kJ/mol. Its total charge is +1. The HOMO-LUMO gap (spin up / spin down) is 7.13 / 7.02 eV. Its expectation value of S² is 3.77. The spin multiplicity is 4. For the lowest unoccupied orbital energy (spin up / spin down), the calculation gives -2.46 / -2.61 eV.

Results of the Löwdin charge analysis, in e, for atoms 1 through 99: Cr 0.69; C 0.06; O 0.02; C -0.51; O -0.13; N 0.06; N 0.07; H 0.08; H 0.11; H 0.06; H 0.16; H 0.09; H 0.08; C -0.05; O -0.10; C -0.22; C 0.00; C -0.04; C -0.27; C -0.05; C 0.00; N 0.09; N 0.06; C -0.26; C -0.02; C 0.04; C -0.30; O -0.19; C -0.11; N 0.02; C -0.12; C 0.02; C 0.01; C -0.09; H 0.11; H 0.09; H 0.06; H 0.09; H 0.12; H 0.11; H 0.12; H 0.13; H 0.13; H 0.07; H 0.12; H 0.11; O 0.05; C -0.53; O -0.25; C -0.12; C -0.01; C 0.04; C -0.23; O 0.01; C -0.09; O 0.03; C -0.21; C 0.08; H 0.08; H 0.13; H 0.17; H 0.13; H 0.11; Br 0.83; C -0.69; C -0.09; C -0.14; N 0.02; C -0.09; C -0.08; H 0.12; H 0.09; H 0.11; H 0.10; S 0.28; Sb 1.35; C -0.32; C -0.10; C -0.07; C -0.06; C -0.04; C -0.17; C -0.32; C -0.12; C -0.08; C -0.07; C -0.08; C -0.11; C -0.35; C -0.16; C -0.07; C -0.06; C -0.07; C -0.12; H 0.11; H 0.12; H 0.12; H 0.11; H 0.09


no.,DFT total energy (Eh)
1,-4464.94031
2,-7079.56056